{"formula": "C2H2As2Cl3CuF12O3", "method": "ωB97M-V/def2-TZVPD", "largest_force_ha_per_bohr": 0.1223, "homo_energy_ha": -0.095, "total_charge": -2, "e_tot_ha": -8994.42929, "orbital_gap_ev": 6.3, "symbols": ["As", "As", "Cu", "Cl", "Cl", "Cl", "F", "F", "F", "F", "F", "F", "F", "F", "F", "F", "F", "F", "O", "O", "O", "C", "C", "H", "H"], "coordinates": [[1.91757, 0.70627, 0.99626], [-2.87008, -0.16778, 2.37255], [-0.82118, -1.15506, -1.00223], [3.49909, -0.11196, -2.67767], [1.17729, -2.07479, -2.41997], [4.03123, -2.91838, -3.00592], [0.98128, -0.56205, 0.12982], [0.32077, 1.53230, 1.35354], [2.66909, 2.11423, 1.82187], [-2.19193, 1.45718, 2.01412], [-3.51171, -1.82909, 2.81233], [-4.30949, 0.19182, 1.33238], [-1.35359, -0.56382, 3.32854], [2.15112, 1.60949, -0.53035], [-2.07917, -0.77875, 0.97670], [3.44055, -0.22348, 0.81221], [-3.54933, 0.51015, 3.83628], [1.65204, -0.12765, 2.59129], [-1.37161, 1.29462, -0.75499], [-0.99771, 0.36578, -2.62860], [-2.01943, 2.32725, -2.55791], [-1.48450, 1.38854, -1.96838], [2.93603, -1.77161, -2.22208], [3.15960, -1.91355, -1.16474], [-1.37592, 0.70035, -3.44506]], "atomic_forces_ev_per_a": [[-2.832, 2.476, 2.467], [1.381, 1.503, 1.158], [-0.131, 1.689, 0.695], [-0.875, -1.030, 0.164], [0.936, -0.094, -0.674], [-0.470, -0.430, -0.434], [1.041, 0.095, 0.271], [2.620, -1.201, -0.911], [0.214, -1.531, -0.593], [-1.179, -1.817, 0.517], [0.417, 1.771, -0.682], [1.122, -0.608, 1.437], [-1.868, 0.191, -1.011], [-0.036, -1.279, 1.150], [0.206, -1.060, -0.800], [-1.183, 0.780, -0.235], [-0.423, -0.496, -0.528], [0.847, 0.500, -1.945], [0.471, -1.314, 1.482], [0.816, -2.529, -3.104], [-0.346, 0.430, -2.527], [-1.312, 3.492, 5.066], [0.701, 0.935, 0.885], [-0.377, 0.452, -0.101], [0.261, -0.926, -1.747]], "nbo_charge": [2.79, 2.81, 0.93, 0.03, 0.00, -0.02, -0.69, -0.59, -0.63, -0.60, -0.65, -0.63, -0.64, -0.62, -0.65, -0.64, -0.63, -0.62, -0.75, -0.79, -0.81, 0.90, -0.26, 0.25, 0.50]}